Version P
Entry from the Open Molecules 2025 dataset: 2 unconnected molecules or ions with the total composition H2N2O2S (the ωB97M-V functional and the def2-TZVPD basis).

```
! RIJCOSX wB97M-V def2-TZVPD def2/J DEFGRID3
* xyz 0 1
N -0.8898 -1.3807 -0.2484
N 1.1209 0.9976 0.3046
O 1.6353 0.0727 -0.2295
O 1.6062 2.0010 0.7410
S -0.6500 0.9758 0.4991
H -1.0118 -1.1574 -1.2334
H -1.8108 -1.5090 0.1666
*
```

Output
Gap between HOMO and LUMO   8.3 eV


Version Q
Entry from the Open Molecules 2025 dataset: 2 unconnected molecules or ions with the total composition H2N2O2S (the ωB97M-V functional and the def2-TZVPD basis).

```
! RIJCOSX wB97M-V def2-TZVPD def2/J DEFGRID3
* xyz 0 1
N -0.3520 0.5202 0.1641
N -0.6052 -0.1631 -0.8949
O -1.0201 0.4705 -1.8655
O -0.4949 -1.3771 -0.8290
S 1.7157 -0.2026 1.0854
H -0.5850 1.5564 0.0969
H 1.3415 -0.8043 2.2429
*
```

Output
Gap between HOMO and LUMO (spin up / spin down)   7.4 / 7.4 eV


Version R
Entry from the Open Molecules 2025 dataset: 2 unconnected molecules or ions with the total composition H2N2O2S (the ωB97M-V functional and the def2-TZVPD basis).

```
! RIJCOSX wB97M-V def2-TZVPD def2/J DEFGRID3
* xyz 0 1
N -1.7044 -0.4360 0.2634
N 1.3995 0.4707 0.0692
O 0.6032 1.3418 0.1276
O 2.5879 0.4259 0.1588
S 0.6884 -1.1795 0.0141
H -2.1051 -1.0682 -0.5628
H -1.4695 0.4453 -0.0704
*
```

Output
Gap between HOMO and LUMO (spin up / spin down)   8.1 / 8.1 eV


Which structure is the least stable? The one labeled version Q.


Version P
Entry from the Open Molecules 2025 dataset: 2 unconnected molecules or ions with the total composition C3H7O3 (the ωB97M-V functional and the def2-TZVPD basis).

```
! RIJCOSX wB97M-V def2-TZVPD def2/J DEFGRID3
* xyz -1 1
C -2.1816 -1.4289 0.9568
O -1.4544 -0.3958 1.5868
H -2.3563 -1.2558 -0.1115
H -1.7134 -2.3980 1.0959
H -3.2046 -1.4847 1.3592
O 1.2102 1.8540 -0.3462
C 1.0523 0.6307 -0.6429
O 0.7533 0.2354 -1.9650
C 1.1318 -0.4383 0.2796
H 0.9247 1.0339 -2.4884
H 1.2873 -1.4742 -0.0366
H -0.5564 -0.3959 1.1558
H 1.5308 -0.1546 1.2591
*
```

Output
Gap between HOMO and LUMO   6.8 eV


Version Q
Entry from the Open Molecules 2025 dataset: 2 unconnected molecules or ions with the total composition C3H7O3 (the ωB97M-V functional and the def2-TZVPD basis).

```
! RIJCOSX wB97M-V def2-TZVPD def2/J DEFGRID3
* xyz -1 1
C 0.4582 2.2134 0.2373
O -0.2851 3.3394 0.5236
H -1.1679 3.0901 0.8318
H 1.4614 2.1080 0.5024
H 0.2412 2.0990 -0.7844
H -0.0684 1.2573 0.5772
C 0.2781 -2.2656 -0.7566
C -0.6233 -1.6094 0.3586
O 0.0414 -0.7670 1.0094
O -1.7523 -2.0785 0.5745
H 0.0215 -1.8158 -1.7303
H 0.0928 -3.3784 -0.8720
H 1.3024 -2.1925 -0.4716
*
```

Output
Gap between HOMO and LUMO   7.9 eV


Version R
Entry from the Open Molecules 2025 dataset: 2 unconnected molecules or ions with the total composition C3H7O3 (the ωB97M-V functional and the def2-TZVPD basis).

```
! RIJCOSX wB97M-V def2-TZVPD def2/J DEFGRID3
* xyz -1 1
C -0.0432 1.7946 0.9390
C 0.2840 1.8784 -0.5738
O 0.0922 0.8131 -1.2157
O 0.6637 2.9762 -1.0193
H 0.3929 0.8934 1.3617
H -1.1339 1.7297 1.0595
H 0.3266 2.6759 1.4674
C 0.0379 -2.4268 -0.1895
O -0.9435 -1.6268 -0.8058
H -0.5436 -0.7318 -0.9986
H 0.7303 -1.8281 0.3969
H -0.4602 -3.1230 0.5082
H 0.5968 -3.0248 -0.9301
*
```

Output
Gap between HOMO and LUMO   8.4 eV


Which structure is the least stable? The one labeled version P.


Version P
Entry from the Open Molecules 2025 dataset: 2 unconnected molecules or ions with the total composition C3H7O3 (the ωB97M-V functional and the def2-TZVPD basis).

```
! RIJCOSX wB97M-V def2-TZVPD def2/J DEFGRID3
* xyz -1 1
C -2.4216 -0.4793 1.5123
O -1.2042 -0.7934 2.1696
H -0.4544 -0.7101 1.5628
H -2.2915 -0.5389 0.4310
H -2.7518 0.5257 1.7837
H -3.1386 -1.2255 1.8456
C 2.4067 0.4497 -1.3332
C 0.8753 0.4805 -1.3591
O 0.3291 1.1435 -2.2662
O 0.2884 -0.1143 -0.4178
H 2.7436 -0.5637 -1.5698
H 2.7819 0.6562 -0.3308
H 2.8372 1.1695 -2.0281
*
```

Output
Gap between HOMO and LUMO   8.2 eV


Version Q
Entry from the Open Molecules 2025 dataset: 2 unconnected molecules or ions with the total composition C3H7O3 (the ωB97M-V functional and the def2-TZVPD basis).

```
! RIJCOSX wB97M-V def2-TZVPD def2/J DEFGRID3
* xyz -1 1
C -0.1995 -2.1467 -1.3510
C 0.5214 -1.2608 -0.3856
O 0.7825 -0.0874 -0.8143
O 0.7308 -1.6699 0.7722
H 0.1999 -2.1779 -2.3570
H -1.2348 -1.7764 -1.3449
H -0.2903 -3.1557 -0.9396
C -0.2187 2.2065 1.3793
O 0.7604 2.1755 0.3604
H 0.7090 1.2476 -0.0286
H -0.0142 2.9537 2.1353
H -1.1714 2.4718 0.8528
H -0.5751 1.2196 1.7210
*
```

Output
Gap between HOMO and LUMO   8.7 eV


Version R
Entry from the Open Molecules 2025 dataset: 2 unconnected molecules or ions with the total composition C3H7O3 (the ωB97M-V functional and the def2-TZVPD basis).

```
! RIJCOSX wB97M-V def2-TZVPD def2/J DEFGRID3
* xyz -1 1
C -2.1905 0.6840 -0.4793
C -1.2168 -0.5138 -0.2270
O -1.0064 -0.7666 0.9767
O -0.7089 -1.0238 -1.2483
H -2.4473 0.9343 -1.4866
H -1.8806 1.6043 0.0197
H -3.0946 0.3625 0.0420
C 2.5831 0.6722 -0.2264
O 2.1303 0.5629 1.1295
H 1.3763 -0.0462 1.0801
H 2.6711 -0.3312 -0.6271
H 1.9446 1.3288 -0.8192
H 3.5096 1.2547 -0.1922
*
```

Output
Gap between HOMO and LUMO   8.2 eV


Which structure is the least stable? The one labeled version R.


Version P
Entry from the Open Molecules 2025 dataset: 2 unconnected molecules or ions with the total composition C7H14O2 (the ωB97M-V functional and the def2-TZVPD basis).

```
! RIJCOSX wB97M-V def2-TZVPD def2/J DEFGRID3
* xyz 0 1
C -1.1595 -1.5225 0.5419
C -2.2512 -0.8540 1.3269
C -1.3588 -2.0336 -0.7136
H -0.3442 -1.9248 1.1363
H -0.1987 -0.1019 0.1737
H -3.0176 -0.4475 0.6687
H -2.7240 -1.5763 1.9965
H -0.7325 -2.8395 -1.0717
H -0.5971 -0.8489 -1.6254
H -2.3353 -1.9452 -1.1761
H -1.8592 -0.0355 1.9331
C 1.8065 1.7096 1.0210
C 0.2090 0.6559 -0.6505
C 1.6393 0.9375 -0.2534
C 2.6487 0.5086 -0.9994
O -0.6120 1.7935 -0.5025
O 0.0483 0.0168 -1.8226
H -0.8307 2.1038 -1.3897
H 1.3905 1.1529 1.8641
H 2.8571 1.9155 1.2181
H 1.2739 2.6594 0.9646
H 3.6737 0.7169 -0.7292
H 2.4738 -0.0409 -1.9110
*
```

Output
Gap between HOMO and LUMO   9.9 eV


Version Q
Entry from the Open Molecules 2025 dataset: 2 unconnected molecules or ions with the total composition C7H14O2 (the ωB97M-V functional and the def2-TZVPD basis).

```
! RIJCOSX wB97M-V def2-TZVPD def2/J DEFGRID3
* xyz 0 1
C 1.1634 -0.0660 0.9042
C -0.8308 -1.0130 -1.3668
C 1.6992 1.0597 0.0616
C 0.2780 -1.2287 -2.3421
C -1.6222 0.0552 -1.3415
C -0.0637 0.0348 1.7742
C -0.9439 1.2444 1.7166
O 1.2132 0.1076 2.3184
O -0.7880 -1.1076 2.0570
H -0.1800 -1.8069 2.3171
H 1.4717 -1.0638 0.5946
H -1.0240 -1.8344 -0.6888
H 2.7497 0.8954 -0.1651
H 1.6037 2.0097 0.5763
H 1.1448 1.1305 -0.8691
H 1.2313 -1.3742 -1.8259
H 0.3715 -0.3824 -3.0206
H 0.0839 -2.1230 -2.9289
H -1.4372 1.2400 0.7062
H -2.5263 0.0606 -0.7556
H -1.5207 0.8399 -2.0761
H -1.7092 1.1735 2.4857
H -0.3646 2.1487 1.8684
*
```

Output
Gap between HOMO and LUMO   10.4 eV


Version R
Entry from the Open Molecules 2025 dataset: C7H14O2 in the gas phase (the ωB97M-V functional and the def2-TZVPD basis).

```
! RIJCOSX wB97M-V def2-TZVPD def2/J DEFGRID3
* xyz 0 1
C -0.9511 0.9883 0.3949
C 0.4685 0.0510 -0.1015
C 0.5848 -1.1454 0.7029
C 0.4645 1.3910 0.6033
C -1.8028 1.5983 -0.6646
C 0.9027 0.0241 -1.5463
C 0.0041 -2.4309 0.1860
O -1.6947 0.5940 1.5103
O 2.3255 -1.2068 0.5365
H -1.5298 1.1628 2.2778
H 2.6684 -0.5494 1.1608
H 0.3862 -0.9965 1.7653
H 0.8181 1.4023 1.6317
H 0.8245 2.2370 0.0228
H -2.2546 2.5264 -0.2931
H -1.2339 1.8403 -1.5629
H -2.6172 0.9221 -0.9383
H 1.6253 0.8196 -1.7464
H 0.0601 0.1355 -2.2336
H 1.3996 -0.9143 -1.7981
H 0.7200 -3.0280 -0.3870
H -0.3235 -3.1239 0.9684
H -0.8446 -2.2974 -0.4888
*
```

Output
Gap between HOMO and LUMO   8.9 eV


Version S
Entry from the Open Molecules 2025 dataset: 3 unconnected molecules or ions with the total composition C7H14O2 (the ωB97M-V functional and the def2-TZVPD basis).

```
! RIJCOSX wB97M-V def2-TZVPD def2/J DEFGRID3
* xyz 0 1
C 1.5707 -0.6162 1.6846
C -1.3579 0.2570 -1.6556
C -1.4359 -1.1586 0.9356
C 1.5809 0.9329 -0.9276
C -2.0491 1.5596 -1.3653
C -0.4476 -0.4020 0.1674
C 0.6298 0.1092 -0.1806
O 2.9202 -0.4361 1.3553
O 1.3482 -1.9415 2.0859
H 3.4631 -0.6384 2.1377
H 1.5037 -2.4902 1.3051
H 1.2603 0.0338 2.5079
H -2.0193 -0.5995 -1.7711
H -0.6625 0.2811 -2.4917
H -1.7371 -2.0550 0.3886
H -1.0398 -1.4486 1.9106
H -2.3318 -0.5582 1.1153
H 1.9737 0.3843 -1.7871
H 1.1251 1.8644 -1.2702
H 2.4257 1.1826 -0.2818
H -2.7099 1.8758 -2.1859
H -2.6785 1.4926 -0.4723
H -1.3318 2.3709 -1.2048
*
```

Output
Gap between HOMO and LUMO   7.3 eV


Which structure is the least stable? The one labeled version S.


Version P
Entry from the Open Molecules 2025 dataset: C4H9N in the gas phase (the ωB97M-V functional and the def2-TZVPD basis).

```
! RIJCOSX wB97M-V def2-TZVPD def2/J DEFGRID3
* xyz 0 1
C -1.5714 0.8382 1.4266
N -0.8237 0.6231 0.1592
C 0.3572 -0.2564 0.3226
C 1.4426 -1.2790 -1.7230
C 1.0817 -0.1728 -1.0467
H -2.4373 0.2599 1.3883
H -2.1381 1.8646 1.5468
H -0.9297 0.6432 2.3298
H -0.4747 1.5444 -0.1669
H 1.0609 -0.0653 1.1024
H -0.1422 -1.2608 0.3706
H 1.8805 -1.2550 -2.6739
H 1.3930 -2.2819 -1.4288
H 1.3013 0.7978 -1.6071
*
```

Output
Gap between HOMO and LUMO   10.3 eV


Version Q
Entry from the Open Molecules 2025 dataset: C4H9N in the gas phase (the ωB97M-V functional and the def2-TZVPD basis).

```
! RIJCOSX wB97M-V def2-TZVPD def2/J DEFGRID3
* xyz 0 1
C -1.5020 -0.7896 0.1618
C -0.7943 0.3981 -0.4686
C 0.0784 1.1368 0.5361
C 1.4801 -0.7689 0.0550
H -2.4901 -0.3780 0.5647
H -0.9054 -1.3702 0.8818
H -1.9416 -1.4528 -0.6853
H -1.1113 1.1315 -1.3273
H 0.0735 2.2929 0.7032
H 0.1613 0.5062 1.4871
H 2.4408 -0.2424 0.3607
H 0.9787 -1.3945 0.9420
H 1.8601 -1.6160 -0.6063
N 0.7658 0.3807 -0.5752
*
```

Output
Gap between HOMO and LUMO   10.2 eV


Which structure is the least stable? The one labeled version Q.